Density functional theory data (the ωB97M-V functional and the def2-TZVPD basis) for C11H17BN6O3SSn as an isolated structure in a non-equilibrium geometry.

```
! wB97M-V def2-TZVPD RIJCOSX def2/J DEFGRID3
* xyz 2 1
H 1.1818 3.8969 -0.2150
N 0.6814 2.1737 -1.3733
B 0.2412 0.5709 -3.4001
N 0.5348 1.9465 -2.7276
C 0.8763 3.0673 -3.4018
Sn 0.3027 0.8021 0.4540
H 0.8919 3.0622 -4.4829
C 1.1763 4.0491 -2.4632
H 1.4593 5.0618 -2.6496
C 1.0400 3.4616 -1.2012
H 0.5476 0.5838 -4.5614
C -1.8774 -3.3125 2.3025
H -0.9794 -3.4318 2.9114
H -1.7708 -2.4061 1.6910
H -1.9718 -4.1774 1.6460
N -1.2868 0.1293 -3.3542
N 1.1283 -0.4410 -2.5979
N -1.7732 -0.0224 -2.0870
N 1.2667 -0.4500 -1.2239
C -2.2705 -0.1699 -4.2579
C 1.9173 -1.3965 -3.1239
H -2.0919 -0.1176 -5.3188
H 1.9668 -1.4892 -4.2006
C -3.4239 -0.5205 -3.5212
C 2.5160 -2.0944 -2.0868
C -3.0374 -0.3900 -2.1608
C 2.0772 -1.4878 -0.8995
H -4.3875 -0.8261 -3.8792
H 3.1678 -2.9391 -2.1841
H -3.6277 -0.5502 -1.2590
H 2.2944 -1.7938 0.1122
H -2.7271 -3.2379 2.9304
C 0.6821 1.6305 3.6951
S 1.9979 0.9707 2.6408
O 3.2682 0.8847 3.3111
O 1.4415 -0.3528 2.1377
O 1.9840 1.8591 1.3803
H 1.0756 1.5929 4.7175
H -0.2680 1.0626 3.6765
H 0.4576 2.6732 3.4175
*
```

Properties
Orbital gap (spin up / spin down) (eV): 4.4943 / 3.4057
Lowest unoccupied orbital energy (spin up / spin down) (Ha): -0.40090 / -0.43420
HOMO level (spin up / spin down) (hartree): -0.5661 / -0.5594

***

Density functional theory data (the ωB97M-V functional and the def2-TZVPD basis) for C37H53AsN3O4P2SZr as an isolated structure.

```
! wB97M-V def2-TZVPD RIJCOSX def2/J DEFGRID3
* xyz 3 1
Zr -0.2963 -0.0414 0.2449
N 2.0284 0.0995 0.7981
C 2.9203 1.0350 0.1159
C 4.2143 0.6691 -0.2032
C 5.0384 1.5886 -0.8400
C 4.5663 2.8610 -1.1395
C 3.2650 3.2155 -0.8108
C 2.4302 2.2960 -0.1837
P 0.7124 2.6023 0.2961
C 0.7471 3.4576 1.8844
C 1.8293 4.2509 2.2624
C 1.7571 4.9976 3.4289
C 0.6075 4.9662 4.2097
C -0.4727 4.1796 3.8332
C -0.4017 3.4150 2.6770
C 0.0907 3.8169 -0.8954
C 0.3881 3.6731 -2.2551
C -0.0353 4.6319 -3.1601
C -0.7803 5.7234 -2.7195
C -1.0951 5.8558 -1.3750
C -0.6545 4.9090 -0.4591
H 2.4818 -0.8075 0.7952
H 1.9579 0.3520 1.7857
H 4.5925 -0.3161 0.0536
H 6.0535 1.3126 -1.0948
H 5.2132 3.5765 -1.6307
H 2.8908 4.2031 -1.0558
H 2.7260 4.2902 1.6555
H 2.5956 5.6147 3.7245
H 0.5526 5.5634 5.1109
H -1.3758 4.1759 4.4315
H -1.2532 2.8248 2.3648
H 0.9746 2.8311 -2.6006
H 0.2237 4.5381 -4.2075
H -1.1003 6.4786 -3.4265
H -1.6604 6.7124 -1.0303
H -0.8694 5.0409 0.5948
C -3.0213 -1.5256 3.0761
As -1.4386 -0.6151 3.6338
C -1.8322 0.9561 4.6296
C -0.3410 -1.7636 4.6844
O -0.5190 -0.2192 2.2262
H -3.3193 -2.2188 3.8619
H -2.8067 -2.0810 2.1658
H -3.8175 -0.8046 2.8893
H -2.2665 0.6453 5.5793
H -2.5470 1.5572 4.0677
H -0.9102 1.5041 4.8062
H -0.9271 -2.1107 5.5354
H 0.5218 -1.2048 5.0408
H -0.0242 -2.6163 4.0885
O -3.4969 2.3111 2.0710
S -3.7159 1.5485 0.8799
O -4.5466 0.3812 0.9563
N -2.2414 1.0499 0.2654
C -2.0634 1.4621 -0.9852
O -1.0134 1.0135 -1.5588
C -3.1070 2.3352 -1.5100
C -3.2050 2.9364 -2.7493
C -4.3134 3.7403 -2.9922
C -5.2917 3.9278 -2.0199
C -5.2036 3.3110 -0.7706
C -4.1015 2.5222 -0.5461
H -2.4386 2.7875 -3.4988
H -4.4204 4.2260 -3.9527
H -6.1447 4.5572 -2.2384
H -5.9743 3.4470 -0.0225
N -1.9289 -1.4485 -0.9019
H -1.9770 -1.0926 -1.8561
H -2.8508 -1.2730 -0.4982
H -1.8494 -2.4568 -0.9796
C -1.4317 -4.6372 -0.4315
C -0.1479 -4.3965 0.3627
C -0.4161 -4.5678 1.8594
P 0.7504 -2.8037 0.0403
C 2.4253 -3.1043 0.8089
C 2.9567 -4.5394 0.7216
C 2.5001 -2.6307 2.2774
C 1.0191 -2.7371 -1.7958
C 1.9323 -3.7937 -2.4100
C 1.4942 -1.3328 -2.1764
H -1.7148 -5.6852 -0.3205
H -1.3221 -4.4629 -1.5043
H -2.2753 -4.0629 -0.0386
H 0.5710 -5.1547 0.0486
H -1.0935 -3.7911 2.2237
H 0.4950 -4.5447 2.4551
H -0.8967 -5.5306 2.0413
H 3.0915 -2.4815 0.1958
H 2.3678 -5.2193 1.3378
H 3.9748 -4.5536 1.1150
H 2.9880 -4.9292 -0.2904
H 2.2584 -3.4520 2.9519
H 1.8176 -1.8135 2.5102
H 3.5164 -2.3188 2.5286
H 0.0224 -2.8804 -2.2223
H 2.9668 -3.6669 -2.0901
H 1.9133 -3.6959 -3.4968
H 1.6095 -4.8061 -2.1675
H 2.4875 -1.1044 -1.7846
H 0.8109 -0.5345 -1.8512
H 1.5482 -1.2288 -3.2609
*
```

Properties
Orbital gap (eV): 7.7779
Lowest unoccupied orbital energy (Ha): -0.30325
HOMO level (hartree): -0.5891

***

Density functional theory data (the ωB97M-V functional and the def2-TZVPD basis) for one molecule with the formula C3H8N2O in a non-equilibrium geometry.

```
! wB97M-V def2-TZVPD RIJCOSX def2/J DEFGRID3
* xyz 0 1
C -0.1851 -2.2187 -0.6056
N 0.1560 -0.8040 -0.6348
C -0.4102 -0.0279 0.3558
O -1.3638 -0.4287 1.0275
C 0.3206 1.2730 0.8679
N 0.2424 2.2304 -0.2092
H -0.2949 -2.6399 -1.6582
H 0.5713 -2.9301 -0.2550
H -1.0189 -2.1883 0.1183
H 0.5209 -0.3839 -1.5409
H 1.2991 0.9850 1.2861
H -0.2289 1.7277 1.7459
H -0.6728 2.6276 -0.1275
H 1.0642 2.7777 -0.3704
*
```

Properties
SMILES string: CNC(=O)CN
Orbital gap (eV): 9.9020
Lowest unoccupied orbital energy (Ha): 0.03520
HOMO level (hartree): -0.3287

***

These records have energy relative to the best compared isomer or geometry (same formula, charge and spin) values of 2.353; 0.484; 1.838 eV, in the order they appear.